(1)
Formula: C5H14NO2P
Source: the Open Molecules 2025 dataset
Level of theory: ωB97M-V/def2-TZVPD

Results
**Gap between HOMO and LUMO (alpha / beta)**: 7.7 / 7.7 eV
**HOMO (alpha / beta)**: -7.919 / -7.918 eV
**Charge**: 0
**Energy relative to the best compared isomer or geometry (same formula, charge and spin)**: 1.847 eV
**DFT total energy**: -20284.18795 eV

Last column: Löwdin charge in e.
Atoms and positions in Å:
C1 -0.85829 2.21161 -0.36116  -0.0942
C2 -1.99935 0.03762 0.27474  -0.0578
C3 0.29112 -2.15029 -1.03258  -0.0212
C4 -0.85758 1.05732 0.60098  -0.4187
C5 0.43666 0.21268 0.73564  -0.4490
N1 0.59429 -0.54500 1.82031  0.1515
O1 2.95771 -0.26301 0.26906  -0.3173
O2 1.86985 0.98182 -1.61875  -0.4122
P1 1.79345 0.91002 -0.13298  0.6869
H1 -1.38798 2.98448 0.08623  0.0518
H2 -1.50304 1.79838 -1.29713  0.1184
H3 0.15715 2.40502 -0.86471  0.0603
H4 -2.15753 0.35195 -0.84759  0.0971
H5 -1.76788 -1.07576 0.30153  0.0727
H6 -2.84162 0.21597 0.91123  0.0588
H7 0.33808 -1.09333 -0.80554  -0.0259
H8 0.93281 -2.73964 -0.45811  0.0096
H9 -0.73955 -2.44473 -0.92324  0.0182
H10 -0.93835 1.42015 1.66184  0.1399
H11 1.42894 -1.06668 1.66177  0.0908
H12 3.46509 -0.51726 -0.58836  0.1038
H13 0.17187 -0.42834 2.67543  0.0941
H14 0.61417 -2.26295 -2.06863  0.0422

Forces on atoms 1 to 6 (eV/Å):
C 0.5 -2.6 -4.1
C 0.7 -0.1 -2.4
C -0.7 0.7 -1.7
C 1.1 -2.1 2.4
C -2.1 1.9 0.2
N 1.3 0.2 -3.7

=====

(2)
Formula: C5H14NO3PTm
Source: the Open Molecules 2025 dataset
Level of theory: ωB97M-V/def2-TZVPD

Results
**Gap between HOMO and LUMO (alpha / beta)**: 8.4 / 7.0 eV
**⟨S²⟩**: 2.006
**HOMO (alpha / beta)**: -20.983 / -20.966 eV
**Charge**: +3
**Multiplicity**: 3
**DFT total energy**: -51824.50433 eV

Last column: Löwdin spin population.
Atoms and positions in Å:
C1 0.99492 2.61785 1.49768  -0.0006
C2 -0.37995 2.00946 0.76945  -0.0020
O1 -0.43678 2.68209 -0.55901  -0.0006
C3 -0.22445 0.37925 0.68771  -0.0024
N1 -0.83645 -0.13172 -0.60031  0.0016
C4 -1.30448 -1.56923 -0.49643  0.0052
C5 -0.13761 -2.65213 -0.10539  0.0275
O2 0.34327 -3.26997 -1.35068  0.1272
P1 1.63632 -2.31882 -2.08026  0.6088
O3 0.79204 -1.26072 -3.22891  0.1279
H1 1.06270 3.74620 1.16940  0.0000
H2 1.91747 2.06091 0.98525  0.0000
H3 0.97333 2.50188 2.66193  -0.0003
H4 -1.32978 2.23565 1.41455  -0.0011
H5 0.46559 2.66098 -1.00845  0.0000
H6 0.93393 0.09346 0.64494  0.0002
H7 -0.63353 -0.15127 1.66209  -0.0019
H8 -1.73669 0.42492 -0.71534  0.0002
H9 -2.27423 -1.68465 0.18975  0.0023
H10 -1.67945 -1.86944 -1.58958  0.0005
H11 0.78870 -2.20936 0.45543  0.0062
H12 -0.64242 -3.42979 0.64170  0.0055
H13 2.31684 -1.52557 -1.08874  0.0766
H14 0.69882 -0.37735 -2.74518  0.0097
Tm1 -1.30809 1.03737 2.78838  1.0095

Forces on atoms 1 to 6 (eV/Å):
C -0.4 0.0 -0.9
C 3.1 1.3 -1.6
O 0.1 -2.0 2.3
C 1.5 -0.6 -2.3
N -1.5 0.2 2.3
C -0.8 -1.3 -1.0

=====

(3)
Formula: C5H14NO3S
Source: the Open Molecules 2025 dataset
Level of theory: ωB97M-V/def2-TZVPD

Results
**Gap between HOMO and LUMO**: 6.5 eV
**HOMO**: -3.029 eV
**Charge**: -1
**Energy relative to the best compared isomer or geometry (same formula, charge and spin)**: 2.278 eV
**DFT total energy**: -23879.64505 eV

Last column: Löwdin charge in e.
Atoms and positions in Å:
C1 1.38873 0.02668 -1.17986  -0.3149
C2 1.51913 -1.21402 -0.36395  -0.7399
S1 0.04860 -2.26025 -0.54627  0.2206
C3 1.31410 1.41983 -0.46634  -0.1969
N1 -0.08731 1.87090 -0.36202  -0.0703
C4 -0.89177 1.68819 0.80595  -0.2210
C5 -1.61917 0.36510 1.01931  -0.2991
O1 -2.00838 0.00483 2.09695  0.0286
H1 2.21922 0.03092 -1.98623  0.1180
H2 0.55043 0.03689 -1.86796  0.0369
H3 1.39660 -0.85678 0.67272  -0.0039
H4 2.44271 -1.75822 -0.48917  0.0365
H5 1.77111 1.45511 0.52184  0.0918
H6 1.84742 2.07722 -1.17648  0.0988
H7 -0.60158 1.51927 -1.15814  0.0754
H8 -1.78559 2.38747 0.94925  0.1375
H9 -0.32593 1.94729 1.69326  0.1050
H10 -1.83071 -0.10418 0.04931  0.0663
H11 -1.20845 -0.68064 -2.60227  -0.0283
H12 -2.27071 0.37239 -2.39055  0.0080
O2 -1.80424 -0.08572 -3.09641  -0.0978
H13 1.79865 -0.57721 2.82335  0.0436
H14 1.20861 0.48155 1.97686  -0.0193
O3 1.79933 0.38478 2.74519  -0.0758

Forces on atoms 1 to 6 (eV/Å):
C 2.2 1.3 -2.1
C -1.8 0.2 1.4
S -0.4 -0.6 -0.4
C -0.5 -0.9 -1.1
N -0.6 0.6 -0.6
C -0.5 0.3 1.4

=====

(4)
Formula: C5H14NOS
Source: the Open Molecules 2025 dataset
Level of theory: ωB97M-V/def2-TZVPD

Results
**Gap between HOMO and LUMO**: 6.3 eV
**HOMO**: -2.822 eV
**Charge**: -1
**Energy relative to the best compared isomer or geometry (same formula, charge and spin)**: 0.601 eV
**DFT total energy**: -19785.65387 eV

Last column: Löwdin charge in e.
Atoms and positions in Å:
C1 -0.56037 -0.01486 0.74886  -0.2821
N1 0.83762 0.36042 0.95751  -0.0832
C2 1.72417 -0.49910 0.12946  -0.2977
C3 1.74548 0.00423 -1.34092  -0.7401
S1 2.37192 -1.19824 -2.58737  0.1684
C4 -1.52248 0.84378 1.57506  -0.2585
C5 -2.07722 2.00461 0.76622  -0.1220
H1 -0.66299 -1.05907 1.05295  0.1105
H2 -0.88440 -0.01328 -0.30191  0.1078
H3 0.89220 1.28674 0.53499  0.0854
H4 1.19494 -1.44616 0.06172  0.0604
H5 2.76300 -0.51696 0.43038  0.0926
H6 0.75179 0.29090 -1.68119  0.0218
H7 2.44948 0.83936 -1.34255  0.0235
H8 -1.00215 1.17434 2.47865  0.0969
H9 -2.29126 0.17181 1.97030  0.0941
H10 -1.23634 2.61345 0.42998  0.0697
H11 -2.55045 1.60179 -0.09185  0.0503
H12 -2.79433 2.71377 1.18338  0.0604
H13 -0.32432 -3.24973 -2.09759  0.0054
H14 0.97963 -2.68701 -1.58437  -0.1045
O1 0.19608 -3.22080 -1.29172  -0.1589

Forces on atoms 1 to 6 (eV/Å):
C -0.2 -0.5 0.5
N 0.1 0.4 -0.4
C -1.5 0.6 -1.8
C 0.8 -0.5 -0.1
S 0.0 -0.1 0.4
C -0.1 -0.3 0.7

=====

> Which of these has the highest charge?

C5H14NO3PTm